No. 1
{"formula": "C39H43BrF10ILaN8O2P", "method": "ωB97M-V/def2-TZVPD", "species": ["La", "C", "N", "C", "C", "N", "C", "C", "F", "C", "F", "C", "F", "C", "F", "C", "F", "C", "C", "N", "C", "C", "F", "C", "F", "C", "F", "C", "F", "C", "F", "H", "H", "H", "H", "H", "H", "H", "H", "H", "H", "H", "O", "C", "C", "C", "N", "C", "Br", "C", "H", "H", "H", "H", "I", "C", "C", "C", "C", "N", "C", "H", "H", "H", "H", "O", "P", "N", "C", "C", "C", "C", "N", "C", "C", "C", "C", "N", "C", "C", "C", "C", "H", "H", "H", "H", "H", "H", "H", "H", "H", "H", "H", "H", "H", "H", "H", "H", "H", "H", "H", "H", "H", "H", "H", "H"], "coordinates": [[0.1896, 0.1485, 1.2004], [1.9958, 3.3713, 0.8349], [1.0179, 2.8073, 1.7669], [-0.1820, 3.6655, 1.7595], [-1.1430, 3.2778, 0.6325], [-1.5152, 1.8692, 0.7232], [-2.7822, 1.5174, 0.9561], [-3.8917, 2.2770, 1.4323], [-3.7401, 3.5739, 1.7752], [-5.1448, 1.7334, 1.6410], [-6.1150, 2.5140, 2.1172], [-5.4165, 0.3842, 1.4042], [-6.6299, -0.1319, 1.6389], [-4.3747, -0.4048, 0.9336], [-4.5459, -1.7172, 0.6902], [-3.1424, 0.1675, 0.7103], [-2.1168, -0.6482, 0.2198], [1.6037, 2.7730, 3.1158], [0.7503, 1.9761, 4.1060], [0.5261, 0.6209, 3.6101], [0.1679, -0.2905, 4.5221], [-0.3304, -0.0930, 5.8416], [-0.5107, 1.1526, 6.3319], [-0.6820, -1.1426, 6.6697], [-1.1154, -0.8758, 7.9028], [-0.6181, -2.4684, 6.2365], [-1.0325, -3.4689, 7.0240], [-0.1202, -2.7173, 4.9624], [-0.0455, -3.9665, 4.4798], [0.3030, -1.6581, 4.1905], [0.9047, -1.9014, 2.9565], [2.2293, 4.4157, 1.0834], [2.9213, 2.7980, 0.8678], [1.5937, 3.3417, -0.1747], [-0.7221, 3.5475, 2.6993], [0.1091, 4.7222, 1.6670], [-1.9965, 3.9554, 0.6720], [-0.6524, 3.4310, -0.3381], [2.5840, 2.2894, 3.0455], [1.7510, 3.7909, 3.5093], [1.3077, 1.9474, 5.0509], [-0.1986, 2.4921, 4.3090], [-3.4620, -5.8843, 1.4896], [-2.8258, -4.7349, 1.6749], [-3.2158, -3.7770, 2.6175], [-2.4932, -2.6073, 2.7182], [-1.4339, -2.3281, 1.9606], [-1.0706, -3.2575, 1.0914], [0.4964, -2.7794, 0.0724], [-1.7018, -4.4576, 0.8813], [-4.2323, -5.9659, 2.0714], [-4.0710, -3.9483, 3.2516], [-2.7714, -1.8408, 3.4302], [-1.3724, -5.1682, 0.1406], [5.8840, 0.8570, -1.5976], [4.9085, 0.2795, 0.1748], [5.6402, -0.0770, 1.2972], [4.9373, -0.3958, 2.4470], [3.5515, -0.3615, 2.4261], [2.8478, -0.0459, 1.3359], [3.5228, 0.2749, 0.2328], [6.7197, -0.0988, 1.2738], [5.4652, -0.6629, 3.3475], [2.9833, -0.5840, 3.3184], [2.9288, 0.5372, -0.6341], [0.6615, 0.1635, -1.2144], [0.5082, -0.1312, -2.6836], [-1.0357, -0.6682, -3.0242], [-2.0676, 0.3540, -2.7938], [-3.2554, -0.1286, -3.6126], [-2.5611, -0.6541, -4.8657], [-1.3507, -1.3757, -4.2737], [0.9311, 1.2451, -3.5044], [0.9930, 2.5608, -2.8833], [0.6156, 3.5230, -4.0049], [1.2368, 2.8279, -5.2149], [0.8955, 1.3615, -4.9594], [1.5057, -1.2460, -3.4104], [2.9299, -0.9655, -3.3859], [3.5160, -2.0686, -2.5117], [2.6779, -3.2864, -2.9115], [1.3555, -2.6954, -3.4489], [-1.7346, 1.3317, -3.1650], [-2.2887, 0.4612, -1.7363], [-3.9786, 0.6596, -3.8141], [-3.7547, -0.9493, -3.0971], [-2.2473, 0.1803, -5.4971], [-3.1846, -1.3181, -5.4605], [-0.4984, -1.3839, -4.9501], [-1.6163, -2.4099, -4.0329], [2.0204, 2.7656, -2.5509], [0.3265, 2.6020, -2.0201], [1.0049, 4.5250, -3.8400], [-0.4684, 3.5793, -4.1189], [2.3177, 2.9662, -5.2012], [0.8498, 3.1862, -6.1654], [1.6103, 0.6762, -5.4166], [-0.1004, 1.1310, -5.3523], [3.1091, 0.0403, -3.0120], [3.3298, -1.0366, -4.4032], [3.3540, -1.8359, -1.4570], [4.5789, -2.2168, -2.6889], [2.5069, -3.9520, -2.0675], [3.1826, -3.8484, -3.6972], [0.4925, -3.0081, -2.8646], [1.2055, -3.0127, -4.4871]], "lowdin_charge": [1.98, -0.07, -0.28, -0.17, -0.21, -0.16, -0.23, -0.12, 0.08, -0.14, 0.13, -0.14, 0.11, -0.15, 0.11, -0.15, -0.09, -0.19, -0.23, -0.17, -0.24, -0.13, 0.08, -0.14, 0.13, -0.15, 0.11, -0.17, 0.12, -0.16, -0.09, 0.10, 0.08, 0.07, 0.12, 0.13, 0.11, 0.09, 0.11, 0.14, 0.13, 0.11, 0.12, -0.30, 0.03, -0.12, -0.04, -0.65, 0.88, 0.00, 0.14, 0.13, 0.13, 0.12, 0.95, -0.67, -0.10, -0.02, -0.12, -0.04, -0.25, 0.11, 0.12, 0.11, 0.07, -0.50, 0.59, -0.16, -0.19, -0.15, -0.16, -0.20, -0.20, -0.21, -0.15, -0.15, -0.18, -0.19, -0.22, -0.18, -0.16, -0.20, 0.11, 0.09, 0.12, 0.12, 0.11, 0.12, 0.10, 0.12, 0.12, 0.08, 0.12, 0.11, 0.12, 0.12, 0.11, 0.11, 0.07, 0.13, 0.09, 0.10, 0.09, 0.11, 0.07, 0.12], "de_lowest_ev": 0.110, "homo_ev": -9.55, "total_charge": 1, "multiplicity": 1, "energy_ha": -6343.7489}

***

No. 2
{"formula": "C39H43ClCoN9OS", "method": "ωB97M-V/def2-TZVPD", "species": ["Co", "C", "C", "N", "C", "S", "N", "N", "C", "C", "C", "C", "C", "C", "C", "N", "H", "H", "H", "H", "H", "H", "H", "H", "H", "H", "H", "H", "H", "Cl", "C", "C", "C", "C", "C", "C", "C", "H", "H", "H", "H", "H", "H", "C", "C", "C", "C", "C", "C", "C", "H", "H", "H", "H", "H", "H", "H", "C", "N", "N", "C", "O", "C", "C", "C", "C", "C", "C", "C", "C", "C", "H", "H", "H", "H", "H", "H", "H", "H", "H", "H", "H", "H", "N", "C", "C", "N", "C", "C", "N", "H", "H", "H", "H", "H"], "coordinates": [[0.0283, -0.0500, 0.6523], [-1.3217, -1.0937, -5.3958], [-2.3384, -0.3549, -4.5352], [-2.2966, -0.7819, -3.1548], [-1.9819, 0.0413, -2.0944], [-1.0188, 1.4322, -2.3261], [-2.5180, -0.3662, -0.9594], [-1.9291, 0.1641, 0.1607], [-2.6580, 0.4769, 1.1692], [-4.1496, 0.3671, 1.1925], [-1.9194, 0.9571, 2.3644], [-2.5985, 1.2266, 3.5396], [-1.8889, 1.7444, 4.6207], [-0.5626, 2.0557, 4.4278], [0.1145, 1.6791, 3.2567], [-0.5757, 1.0813, 2.2587], [-1.3859, -0.7688, -6.4371], [-1.4887, -2.1738, -5.3609], [-0.3144, -0.8890, -5.0275], [-3.3481, -0.5041, -4.9349], [-2.1171, 0.7118, -4.5464], [-2.8994, -1.5450, -2.8859], [-4.4957, 0.0108, 0.2273], [-4.6101, 1.3331, 1.4087], [-4.4631, -0.3366, 1.9685], [-3.6590, 1.0387, 3.6070], [-2.3875, 1.9413, 5.5612], [-0.0163, 2.6266, 5.1666], [1.0945, 2.3014, 3.0301], [2.1582, 3.6928, 3.2102], [1.0080, 4.4671, 1.9065], [0.1068, 5.4302, 2.2827], [-0.7294, 6.0199, 1.3322], [-0.6838, 5.5447, 0.0326], [0.1671, 4.4936, -0.2935], [1.0481, 3.9313, 0.6403], [1.8199, 2.7022, 0.1585], [0.0993, 5.7565, 3.3217], [-1.4060, 6.8189, 1.6138], [-1.3160, 5.9796, -0.7320], [0.1380, 4.0737, -1.2883], [1.0413, 1.9372, 0.0362], [2.2049, 2.9183, -0.8417], [2.0130, -0.2398, 0.9564], [2.6587, 0.8196, 1.7471], [3.0043, 0.5835, 3.0483], [3.3493, 1.4587, 4.1910], [3.0495, 2.7427, 4.4302], [3.2217, 3.1954, 1.9974], [3.0002, 2.1028, 1.0230], [2.0988, -1.2432, 1.3816], [2.3804, -0.2240, -0.0774], [3.0152, -0.4848, 3.2838], [3.7151, 0.9125, 5.0606], [1.2757, 4.2003, 4.2845], [2.9053, 4.8896, 3.4689], [3.8905, 1.9520, 0.4091], [2.7768, -3.0370, -4.3200], [1.7689, -2.0566, -3.9291], [1.0398, -2.3902, -2.7836], [0.9092, -1.2745, -1.9683], [0.2529, -1.2901, -0.9342], [1.6541, -0.2251, -2.6203], [2.1713, -0.7400, -3.7507], [3.0551, -0.0962, -4.7606], [0.1892, -3.5146, -2.7783], [-0.2198, -4.0567, -1.5616], [-1.0628, -5.1553, -1.5586], [-1.4874, -5.7320, -2.7487], [-1.0685, -5.1901, -3.9539], [-0.2361, -4.0809, -3.9755], [2.3310, -4.0279, -4.3310], [3.6287, -3.0381, -3.6320], [3.1203, -2.7979, -5.3241], [1.6997, 0.7902, -2.2664], [3.0079, 0.9837, -4.6408], [2.7415, -0.3509, -5.7733], [4.0944, -0.4072, -4.6345], [0.1129, -3.6069, -0.6386], [-1.3832, -5.5683, -0.6104], [-2.1416, -6.5938, -2.7358], [-1.3997, -5.6220, -4.8899], [0.0609, -3.6343, -4.9151], [-0.4900, -1.5801, 5.5803], [-0.8870, -1.8820, 4.2957], [-0.0240, -1.6186, 3.2139], [-0.3829, -1.8565, 1.9723], [-1.5681, -2.4625, 1.7779], [-2.3827, -2.7633, 2.8453], [-2.0645, -2.4547, 4.1087], [0.1559, -0.8075, 5.6560], [-1.2565, -1.5368, 6.2338], [0.9472, -1.1579, 3.3707], [-1.8521, -2.6766, 0.7545], [-3.3398, -3.2478, 2.6892]], "lowdin_charge": [0.44, -0.09, -0.29, -0.03, -0.86, 0.61, -0.01, -0.05, -0.27, -0.03, -0.21, -0.02, -0.06, -0.06, -0.10, 0.08, 0.07, 0.05, 0.05, 0.11, 0.06, 0.12, 0.06, 0.09, 0.08, 0.10, 0.10, 0.09, 0.04, 0.63, -0.29, -0.10, -0.11, -0.10, -0.05, -0.20, -0.10, 0.09, 0.09, 0.09, 0.08, 0.06, 0.11, -0.15, -0.31, -0.12, -0.26, -0.29, -0.27, -0.32, 0.05, 0.05, 0.08, 0.06, 0.01, 0.05, 0.13, -0.02, -0.09, 0.07, -0.39, -0.03, 0.02, -0.28, -0.01, -0.18, 0.00, -0.08, -0.10, -0.09, -0.05, 0.08, 0.10, 0.09, 0.08, 0.09, 0.08, 0.09, 0.11, 0.10, 0.10, 0.10, 0.10, 0.13, -0.38, -0.06, 0.06, -0.13, -0.13, 0.12, 0.09, 0.09, 0.10, 0.10, 0.10], "de_lowest_ev": 0.000, "homo_ev": [-2.20, -2.76], "total_charge": -1, "multiplicity": 4, "energy_ha": -4320.4965}